39
Properties=species:S:1:pos:R:3:forces:R:3 method="wB97M-V/def2-TZVPD" energy_ev=-25001.2702 de_lowest_kcal_mol=0.0 orbital_gap_ha=0.2490 total_charge=+1
N -0.544557 -5.888258 -0.066875 -0.29 -0.29 0.20
C 0.567926 -5.178748 -0.333795 -0.25 0.31 -0.18
O 1.657617 -5.408797 0.122811 0.32 -0.04 -0.03
C 0.380110 -3.981021 -1.246047 0.11 0.20 -0.05
C 1.402193 -3.661481 -2.139266 -0.31 0.15 0.13
C 1.282564 -2.518524 -2.916530 -0.12 -0.11 0.12
C 0.179879 -1.706616 -2.753630 0.41 -0.02 -0.27
N -0.780827 -2.009567 -1.872087 0.40 -0.65 -0.31
C -1.850952 -1.047499 -1.635326 -0.49 1.06 0.42
C -1.303955 0.084389 -0.792083 -0.14 -0.03 -0.08
C -1.032830 -0.121890 0.555842 -0.04 0.03 -0.14
C -0.512711 0.897924 1.326211 0.04 0.02 -0.04
C -0.247489 2.149911 0.769883 -0.13 -0.23 -0.26
C 0.304878 3.234178 1.589634 0.14 0.32 0.24
C 1.291131 2.972386 2.539577 -0.10 -0.01 -0.12
C 1.812229 3.995667 3.308566 0.03 0.03 0.08
C 1.349517 5.291702 3.148945 0.01 0.00 0.01
C 0.365762 5.561227 2.211615 0.03 0.09 0.00
C -0.149786 4.542659 1.432486 0.02 -0.16 0.01
C -0.521246 2.345450 -0.583637 0.08 0.01 0.14
C -1.033861 1.323451 -1.358312 -0.16 -0.16 0.04
C -0.701481 -3.125024 -1.137742 0.26 -0.59 0.17
H -1.403866 -5.784699 -0.577026 0.07 0.00 -0.07
H -0.439373 -6.710654 0.508665 -0.02 0.05 0.00
H 2.268867 -4.302371 -2.200259 0.07 -0.05 0.01
H 2.044084 -2.249648 -3.630783 0.01 0.07 -0.06
H 0.059440 -0.791270 -3.313806 -0.09 0.05 0.06
H -2.208191 -0.666513 -2.593821 0.04 -0.18 0.05
H -2.673701 -1.548915 -1.122698 0.12 -0.09 -0.15
H -1.241396 -1.079364 1.012366 -0.06 -0.11 0.10
H -0.329946 0.731522 2.376251 0.02 0.01 0.12
H 1.670101 1.967296 2.655384 0.04 -0.09 0.02
H 2.581762 3.781725 4.034701 0.07 -0.01 0.05
H 1.754070 6.088745 3.753388 0.04 0.07 0.05
H -0.001648 6.568578 2.087895 -0.04 0.08 0.00
H -0.932121 4.755565 0.718884 -0.08 0.03 -0.07
H -0.314543 3.302565 -1.036523 0.04 0.10 -0.03
H -1.243624 1.500870 -2.403441 -0.04 0.02 -0.14
H -1.504028 -3.314948 -0.439417 -0.05 0.11 -0.01


43
Properties=species:S:1:pos:R:3:forces:R:3 method="wB97M-V/def2-TZVPD" energy_ev=-43098.8472 de_lowest_kcal_mol=38.1 orbital_gap_ha=0.2285 total_charge=-1
C -1.080723 -4.212498 -3.578342 1.39 -1.01 1.22
C -0.633223 -2.774126 -3.278067 1.38 1.48 -2.12
C 0.116951 -1.866932 -4.110514 -0.88 -1.49 2.03
S 0.716343 -2.270640 -5.818766 -1.27 0.22 -4.70
O 1.249370 -0.987175 -6.419627 -1.28 -2.50 2.12
O 1.648721 -3.377097 -5.753484 1.14 0.61 1.61
O -0.456774 -2.874114 -6.585018 1.12 2.41 2.28
O 0.443963 -0.648946 -3.373496 -1.55 -2.96 1.18
C -0.161681 -0.886225 -2.122784 0.62 1.28 -1.27
C -0.877669 -2.018055 -2.068555 0.48 -1.02 -1.76
C -1.748161 -2.337383 -0.977192 1.03 -1.00 -0.75
O -2.292457 -3.419569 -0.949508 -0.77 0.43 1.03
C -1.771370 -1.276199 0.108705 -0.79 0.10 2.17
O -2.686802 -1.236245 0.913612 0.19 -0.25 -0.66
C -0.650588 -0.298017 0.219225 -0.54 -0.34 -0.34
C 0.030228 -0.050203 -0.952338 1.05 1.84 -1.50
C 0.883129 1.083868 -1.050559 0.13 -2.48 -3.33
C 1.093255 1.812389 0.012048 0.47 2.79 4.44
C 0.502244 1.554837 1.288995 -1.71 -1.80 -0.34
C -0.416889 0.467359 1.379619 2.01 0.96 0.37
C -0.971575 0.061384 2.731378 -1.68 0.16 -0.79
C -0.280104 0.641800 3.958718 0.30 -1.03 0.12
C -0.174527 2.099502 3.759932 0.31 -0.09 -1.52
C 0.739619 2.401035 2.520004 0.08 0.76 1.88
C 2.235092 2.250514 2.968248 -0.32 -1.25 0.02
C 0.389460 3.865144 2.205197 -0.21 -1.50 -2.81
H -0.860060 -4.975247 -2.677880 -0.06 1.91 -1.97
H -0.744345 -4.639614 -4.550050 0.32 0.68 0.81
H -2.131766 -4.250414 -3.634758 -1.50 0.18 0.01
H 1.457449 1.294220 -1.989610 -0.89 -0.33 0.85
H 1.742674 2.688492 -0.008752 0.04 -0.20 -0.30
H -0.997020 -1.022467 2.765311 -0.13 -0.17 0.08
H -2.057491 0.389336 2.615451 1.08 -0.46 0.88
H 0.724372 0.200097 4.102055 -0.38 0.00 -0.18
H -0.827440 0.434687 4.880496 -0.20 -0.28 -0.15
H -1.197302 2.401027 3.487635 0.24 0.62 0.45
H 0.245079 2.612338 4.628001 -0.28 0.25 -0.13
H 2.805050 2.059962 2.067352 0.46 0.13 -0.09
H 2.464001 1.375659 3.657139 -0.68 0.86 -0.85
H 2.628014 3.115101 3.465425 0.06 0.70 0.22
H 0.243162 4.517964 2.998136 0.07 0.93 1.84
H -0.539481 3.910783 1.579365 0.70 -0.14 0.48
H 1.199273 4.183671 1.587250 0.46 1.00 -0.57


44
Properties=species:S:1:pos:R:3:forces:R:3 method="wB97M-V/def2-TZVPD" energy_ev=-63385.7609 de_lowest_kcal_mol=16.1 orbital_gap_ha="0.1422 / 0.1421" total_charge=-2
Ti -0.190888 -1.156246 0.647836 -0.01 1.34 -1.18
O -3.945027 -0.164833 0.577770 0.22 -0.19 0.39
C -2.721357 -0.205869 0.391723 -0.97 0.90 -1.56
O -1.846333 -0.584866 1.299569 -0.45 0.01 0.78
C -2.099027 0.212610 -0.866994 -0.94 -0.17 0.64
C -2.833252 0.800409 -1.885169 0.47 0.06 -0.25
C -2.202084 1.333071 -2.991286 -0.48 -0.04 0.02
C -0.773056 1.323448 -3.044339 0.16 -0.05 0.02
C -0.056375 1.922580 -4.091593 0.00 -0.11 0.20
C 1.331895 1.909414 -4.127444 0.04 -0.02 0.02
C 2.033661 1.289419 -3.105017 0.14 0.06 -0.11
C 1.352412 0.691654 -2.049736 -0.30 0.00 0.09
C -0.046058 0.689033 -1.986764 0.42 0.33 -0.38
N -0.702802 0.093936 -0.921534 0.73 -1.41 1.39
H -3.907523 0.843839 -1.765140 -0.02 -0.02 0.06
H -2.762242 1.800524 -3.794191 0.02 0.00 0.01
H -0.620327 2.402799 -4.885462 -0.01 0.00 -0.01
H 1.863691 2.374635 -4.951172 -0.01 0.00 0.00
H 3.117502 1.263616 -3.127704 -0.01 -0.03 0.02
H 1.902893 0.196672 -1.260935 0.02 0.02 0.01
C -0.975693 -3.149369 0.651894 -0.21 -0.42 -0.07
H -1.708910 -3.192629 -0.168172 0.02 0.07 0.01
H -1.531134 -3.372725 1.569351 -0.04 0.16 0.00
H -0.261374 -3.962850 0.492869 0.09 0.10 -0.05
Cl -0.379431 -1.669840 3.742654 0.01 -0.12 0.51
C -0.390311 0.070748 3.626824 0.30 0.20 -0.35
C -1.300502 0.800548 4.354925 -0.09 0.07 0.07
C -1.401866 2.171114 4.147754 0.00 -0.03 -0.01
C -0.600493 2.766231 3.181585 -0.06 0.08 0.05
C 0.311216 2.022307 2.458664 0.08 -0.23 -0.05
C 0.465564 0.635435 2.653702 -0.07 0.51 1.00
C 1.382449 -0.181739 1.897570 -0.36 -0.27 -0.33
H -1.956781 0.295255 5.051615 0.02 -0.02 0.00
H -2.123394 2.756743 4.703444 -0.01 -0.03 0.00
H -0.697559 3.828618 2.987202 0.01 -0.01 -0.02
H 0.912902 2.496265 1.691376 0.02 0.00 0.01
H 1.830583 -1.002228 2.453741 0.01 -0.01 0.03
H 2.134118 0.374644 1.341169 -0.11 0.02 -0.13
B 3.661230 -3.382632 -0.973622 0.22 -0.16 -0.10
C 2.384306 -2.600496 -0.505079 -0.20 0.17 0.00
N 1.444792 -2.019188 -0.162360 1.36 -0.84 -0.80
H 3.806976 -4.343074 -0.240995 -0.02 0.00 0.04
H 4.615142 -2.633002 -0.897841 0.01 0.04 0.01
H 3.482466 -3.743985 -2.120689 -0.02 0.01 0.00


44
Properties=species:S:1:pos:R:3:forces:R:3 method="wB97M-V/def2-TZVPD" energy_ev=-48100.1555 de_lowest_kcal_mol=0.0 orbital_gap_ha=0.2571
C -4.730442 0.869892 0.974868 -0.35 0.40 0.26
C -4.228534 2.313944 0.804981 -0.41 -0.10 0.12
H -5.191718 0.501856 0.055892 0.28 -0.09 -0.03
H -5.521673 0.825860 1.733296 0.15 0.04 0.01
H -3.919363 0.201231 1.276323 -0.25 0.08 -0.09
H -3.351395 2.345640 0.152636 -0.26 0.17 0.30
H -5.009461 2.946291 0.364788 0.11 -0.10 0.03
H -3.991178 2.748248 1.781236 0.16 -0.03 -0.13
C 0.301387 -2.779004 -1.025366 0.36 0.40 0.14
C 0.976920 -3.681812 -1.860218 -0.22 0.37 -0.02
C 1.977760 -3.210822 -2.713789 -0.13 0.16 0.50
C 2.332087 -1.877417 -2.615146 -0.25 0.37 0.24
H -0.577218 -3.074148 -0.455962 0.31 -0.03 0.07
H 0.718372 -4.738386 -1.849426 -0.18 0.32 -0.05
H 2.483590 -3.844131 -3.439497 -0.14 -0.04 0.31
H 3.143153 -1.461316 -3.203902 -0.28 -0.21 -0.05
N 0.666188 -1.481940 -0.891627 0.91 -0.40 -1.52
C 1.659388 -1.043832 -1.713944 -0.02 -0.92 0.19
C 1.999015 0.375339 -1.582286 0.26 1.15 0.63
N 1.230502 1.063972 -0.704381 0.59 0.12 -0.99
C 1.508304 2.364693 -0.492447 0.05 -0.48 -0.08
C 3.388146 2.298761 -2.000894 -0.38 -0.16 0.47
C 2.602436 2.993951 -1.082999 -0.15 -0.05 -0.07
H 0.835012 2.909866 0.168369 0.23 -0.28 -0.04
H 2.844059 4.014092 -0.807714 -0.17 -0.07 -0.11
C 3.071433 0.977058 -2.245166 -0.33 -0.48 0.16
H 3.673647 0.366762 -2.898391 0.08 0.19 -0.14
H 4.242172 2.744277 -2.495922 -0.08 0.10 0.12
Be 0.075794 -0.045235 0.027739 -0.13 -0.04 0.44
I -2.066193 0.286130 -0.980661 0.60 -0.29 -0.23
Cl 0.939432 -1.140135 8.146466 -0.09 -0.06 0.49
C 1.098141 -0.813192 6.473234 0.16 0.51 -1.60
C 2.211467 -0.084825 6.005980 -0.38 -0.35 -0.29
C 2.346618 0.160641 4.633187 -0.44 -0.09 0.09
C 1.363633 -0.277000 3.722271 0.04 -0.14 0.42
C 0.289865 -1.028957 4.199622 -0.08 0.18 0.47
C 0.120937 -1.261156 5.567051 0.62 0.07 0.27
C 1.432078 0.104447 2.257293 0.50 0.22 0.25
O 2.454711 0.664492 1.848249 -1.18 -0.58 -0.17
O 0.334906 -0.183604 1.584729 0.74 0.23 -0.14
H 2.952078 0.287379 6.715188 -0.20 -0.18 -0.22
H 3.210213 0.709022 4.257711 -0.29 -0.08 0.07
H -0.438268 -1.421388 3.498794 0.01 0.21 0.06
H -0.755658 -1.780781 5.946750 0.22 -0.02 -0.12


44
Properties=species:S:1:pos:R:3:forces:R:3 method="wB97M-V/def2-TZVPD" energy_ev=-187336.6452 de_lowest_kcal_mol=0.0 orbital_gap_ha=0.2042 total_charge=-1
C -4.109499 1.680440 -3.243448 0.52 0.36 0.69
O -3.223126 2.286985 -2.271897 -0.66 -0.15 -0.49
C -2.525166 1.470391 -1.437204 0.65 -1.08 0.31
C -1.774905 2.075276 -0.403338 -0.65 -0.12 -0.67
C -0.995957 1.291670 0.430823 -0.08 -0.60 0.03
C -0.894927 -0.090624 0.227854 0.01 -0.06 0.23
C 0.051873 -0.939631 1.058302 -0.98 0.71 0.99
S 1.414224 -1.351981 -0.010597 0.89 -0.50 -0.97
C 2.650527 -0.240362 0.596617 0.65 0.30 0.21
S 3.427766 -0.552327 2.027210 -0.02 0.11 -0.15
N 2.954396 0.803852 -0.197475 -0.01 -0.60 0.80
C 2.059325 1.296768 -1.233879 -0.25 0.32 -0.65
C 2.666538 2.643779 -1.665017 -0.21 0.03 0.08
C 3.975082 2.835054 -0.875878 0.36 -0.16 -0.03
C 4.064982 1.691768 0.145258 -0.09 0.20 -0.03
C -0.527544 -2.187657 1.689339 -0.44 0.02 0.06
C -1.913755 -2.374175 1.885908 0.39 -0.12 -0.22
C -2.392201 -3.515464 2.493456 1.83 -0.41 0.41
Br -4.243060 -3.889147 2.553809 -0.06 0.05 0.10
C -1.470188 -4.521066 3.084591 0.14 0.13 -0.25
O -1.859941 -5.563475 3.625512 -0.22 -0.12 0.15
C -0.028521 -4.194894 2.954046 -1.80 0.66 -0.46
Br 1.223224 -5.351547 3.757683 0.02 -0.13 0.01
C 0.383110 -3.094862 2.245579 0.19 -0.32 0.33
C -1.597421 -0.686501 -0.817159 -0.37 0.33 0.02
C -2.461717 0.061770 -1.613914 0.09 0.84 0.08
H -4.476887 2.530675 -3.817847 -0.06 -0.21 -0.02
H -3.581520 0.974206 -3.900471 -0.08 0.25 0.17
H -4.941583 1.167788 -2.738055 0.22 0.10 -0.14
H -1.835349 3.153739 -0.272016 -0.01 -0.18 -0.06
H -0.429334 1.741066 1.247453 -0.15 -0.03 -0.17
H 0.474209 -0.323158 1.870154 -0.01 0.01 -0.36
H 1.033859 1.438278 -0.864982 0.44 -0.15 0.04
H 1.976824 0.584889 -2.067812 0.20 0.19 0.24
H 1.964273 3.451230 -1.427075 0.13 -0.14 -0.20
H 2.838747 2.635040 -2.742304 0.00 0.20 0.09
H 4.845431 2.785462 -1.538760 -0.17 0.18 0.06
H 3.993067 3.791373 -0.347793 0.06 -0.04 -0.22
H 5.020228 1.140978 0.092726 -0.41 0.13 0.06
H 3.970373 2.059865 1.180672 -0.09 -0.27 -0.31
H -2.616420 -1.615354 1.549047 0.08 -0.16 -0.11
H 1.454676 -2.914211 2.154217 -0.24 0.03 -0.05
H -1.473173 -1.752801 -1.009591 -0.14 0.23 0.17
H -3.070539 -0.433105 -2.373741 0.33 0.18 0.23